{"formula": "C52H142N8O15", "method": "ωB97M-V/def2-TZVPD", "total_energy_ha": -3632.7779, "gap_ev": 9.2985, "charge": 0, "species": ["O", "O", "O", "O", "O", "O", "O", "O", "O", "O", "O", "O", "O", "O", "O", "N", "N", "N", "N", "N", "N", "N", "N", "C", "C", "C", "C", "C", "C", "C", "C", "C", "C", "C", "C", "C", "C", "C", "C", "C", "C", "C", "C", "C", "C", "C", "C", "C", "C", "C", "C", "C", "C", "C", "C", "C", "C", "C", "C", "C", "C", "C", "C", "C", "C", "C", "C", "C", "C", "C", "C", "C", "C", "C", "C", "H", "H", "H", "H", "H", "H", "H", "H", "H", "H", "H", "H", "H", "H", "H", "H", "H", "H", "H", "H", "H", "H", "H", "H", "H", "H", "H", "H", "H", "H", "H", "H", "H", "H", "H", "H", "H", "H", "H", "H", "H", "H", "H", "H", "H", "H", "H", "H", "H", "H", "H", "H", "H", "H", "H", "H", "H", "H", "H", "H", "H", "H", "H", "H", "H", "H", "H", "H", "H", "H", "H", "H", "H", "H", "H", "H", "H", "H", "H", "H", "H", "H", "H", "H", "H", "H", "H", "H", "H", "H", "H", "H", "H", "H", "H", "H", "H", "H", "H", "H", "H", "H", "H", "H", "H", "H", "H", "H", "H", "H", "H", "H", "H", "H", "H", "H", "H", "H", "H", "H", "H", "H", "H", "H", "H", "H", "H", "H", "H", "H", "H", "H", "H", "H", "H", "H", "H", "H", "H", "H", "H", "H"], "xyz": [[6.758, -2.061, 2.417], [3.122, -3.495, -5.051], [-2.209, 4.471, 0.181], [-3.496, 1.111, -4.152], [1.776, 3.361, 2.649], [6.234, 1.712, 0.635], [0.783, -0.896, 0.132], [-7.640, -0.471, -3.670], [-6.641, 1.760, 2.695], [2.280, 2.502, -5.206], [5.210, -3.494, 0.470], [-4.360, -1.843, 1.005], [5.637, -1.637, -2.051], [-0.611, -3.307, 4.001], [-4.709, -4.285, -0.583], [-0.852, 3.649, 5.180], [1.696, 4.018, -2.063], [2.449, -0.918, -2.642], [1.439, -1.038, 6.125], [-6.092, 0.691, -0.599], [-3.975, 2.580, 1.547], [4.201, -1.595, 3.790], [-2.661, 0.302, 0.173], [4.283, -3.701, -5.922], [1.656, -1.117, 1.165], [3.003, 4.901, -3.937], [6.466, -0.828, 3.011], [8.104, -2.493, 2.467], [-7.267, 0.455, -1.482], [-0.509, -0.621, 0.626], [-0.947, -4.443, 4.762], [-2.889, 6.501, -0.874], [3.104, -4.588, 0.257], [-7.478, 0.807, 3.202], [2.052, 2.600, -3.816], [-3.313, -4.545, -1.007], [-3.801, -1.532, 3.382], [-5.496, 1.969, 3.529], [-0.467, -0.460, 4.526], [-8.332, 1.520, -1.238], [-3.028, 4.982, -0.871], [-4.941, -1.693, 2.364], [0.684, -1.819, -3.963], [6.947, -2.270, -2.355], [6.863, -3.764, -2.173], [4.106, 1.187, -0.167], [4.280, -4.300, 1.246], [3.274, 1.624, -5.608], [0.584, 3.003, 3.266], [-0.786, 1.292, -0.996], [-2.712, 4.160, -2.136], [0.457, 3.824, 4.529], [-5.889, -2.790, 2.692], [1.715, 3.275, 1.253], [5.180, 2.239, -0.170], [-6.796, 0.429, -2.998], [-2.544, -4.608, 0.298], [0.197, -1.500, 5.420], [4.935, -0.562, 3.022], [-2.303, 0.897, -4.961], [3.162, -2.208, -4.527], [-1.392, 2.197, -5.065], [1.818, 3.996, -3.538], [4.985, -5.582, 1.758], [-1.368, -0.018, -0.433], [4.697, 0.854, 3.418], [8.039, -1.577, -1.623], [-5.163, 4.436, 2.614], [-2.784, -3.448, -1.928], [-7.425, -0.389, -5.052], [1.544, 3.437, 5.533], [-2.755, 0.447, -6.353], [-4.553, 2.956, 2.792], [2.061, -2.082, -3.406], [0.553, -2.718, 4.575], [1.191, 1.896, -3.502], [4.087, -2.014, -4.041], [-7.785, -0.470, -1.368], [-3.598, 2.052, -4.028], [-6.630, -2.761, 1.897], [-7.850, 0.523, -5.541], [-0.035, -0.530, 3.518], [4.285, 1.887, -5.145], [-3.482, 1.698, 1.673], [4.616, -0.679, 1.936], [6.978, 0.043, 2.629], [5.128, 1.136, 4.419], [-1.703, 2.874, -5.871], [-3.965, -1.661, 4.466], [0.070, 1.195, -1.595], [-1.789, -3.784, -2.228], [-4.405, 5.012, 2.081], [-7.040, -0.209, 3.385], [-0.139, -5.258, 4.746], [4.406, -1.566, 4.814], [4.863, 3.166, 0.301], [7.006, -2.102, -3.430], [1.752, -0.762, -1.865], [-0.138, -1.810, -3.269], [1.267, 3.963, 6.424], [-3.059, 1.053, -0.366], [2.932, 2.321, -3.278], [2.264, -5.016, 0.806], [1.294, -2.360, 3.796], [5.158, 1.495, 2.682], [7.820, -4.134, -2.547], [4.977, -6.321, 0.979], [-0.463, -1.699, 6.222], [3.913, -3.708, 2.078], [-0.320, 0.125, 1.480], [-4.647, -2.727, 0.629], [-5.007, 1.003, 3.668], [-3.345, -0.575, 3.132], [-1.363, 2.757, -4.123], [0.918, 4.439, -3.960], [-3.397, -3.361, -2.860], [-5.357, 0.005, -0.725], [3.031, 0.605, -5.403], [-3.379, 1.271, -6.855], [-0.936, -1.563, 1.016], [2.949, -3.667, -0.305], [-5.856, 2.343, 4.530], [-3.313, -0.497, 0.278], [2.272, -0.873, 5.607], [-6.352, -0.478, -5.316], [3.336, -1.050, -2.144], [5.932, -5.336, 2.153], [8.039, -0.495, -1.922], [5.560, 2.310, -1.158], [-1.885, 0.322, -7.102], [1.089, -3.388, 5.184], [-6.400, -2.661, 3.621], [3.382, 1.413, -0.951], [2.718, 3.170, 0.811], [-1.099, 4.070, 6.035], [3.154, 5.141, -4.996], [3.316, 1.589, -6.684], [2.029, -3.068, -2.930], [7.966, -3.407, 1.912], [-1.574, 1.856, -1.547], [-8.336, 0.670, 2.515], [3.686, 1.146, 3.533], [-1.502, -0.805, -1.275], [4.404, -6.101, 2.496], [-6.880, 1.434, -3.352], [-2.919, -5.422, 0.921], [6.860, -0.908, 4.060], [-8.694, 1.399, -0.208], [-1.895, -4.833, 4.497], [8.363, -2.804, 3.525], [-0.379, 1.953, -5.435], [3.088, -1.417, -5.264], [-1.102, -4.210, 5.818], [-5.566, -3.794, 2.688], [2.807, 5.859, -3.472], [-6.031, 4.289, 1.971], [-3.764, 2.930, 3.556], [-0.324, 0.541, 4.886], [1.594, -0.289, 1.931], [4.202, -4.827, -6.129], [4.527, 0.187, -0.433], [5.808, -3.163, 1.152], [-1.465, -4.569, -0.014], [-0.590, 1.991, -0.157], [5.397, -2.004, -1.167], [1.191, -0.098, 6.447], [-2.701, -3.645, 0.800], [-2.748, 3.818, 0.720], [1.385, -2.001, 1.778], [4.248, -3.030, -6.824], [5.220, -3.531, -5.331], [-1.643, 0.165, -4.396], [6.698, 2.504, 0.936], [-5.332, -4.359, -1.324], [-3.427, 6.836, -1.736], [6.686, -4.017, -1.138], [3.464, -5.370, -0.410], [0.464, -2.586, -4.717], [3.861, 4.420, -3.495], [-7.859, 2.482, -1.405], [2.540, 3.680, 5.121], [-1.647, 4.085, -2.251], [-5.469, 4.779, 3.572], [1.158, 2.412, 0.952], [1.026, 3.336, -1.828], [-0.219, 3.249, 2.588], [-7.912, -1.305, -5.396], [-7.921, 1.280, 4.082], [6.058, -4.226, -2.729], [-5.596, -0.754, 2.284], [-1.573, 3.838, 4.530], [0.597, -0.946, -4.568], [4.609, -2.491, 3.486], [-3.143, 4.604, -3.061], [-4.656, 2.453, 0.787], [3.654, 1.058, 0.815], [7.861, -1.693, -0.533], [-4.076, 4.728, -0.730], [-9.273, 1.370, -1.839], [0.580, 1.965, 3.549], [-3.332, -5.521, -1.532], [0.674, 4.819, 4.270], [-1.549, -0.727, 4.345], [-1.907, 6.828, -1.003], [-3.341, 6.864, 0.091], [1.244, 4.098, 0.782], [1.409, 4.919, -1.746], [-5.762, 0.147, -3.041], [-6.237, 0.849, 0.366], [9.012, -2.068, -1.834], [-3.048, -2.362, 3.135], [-2.706, -2.506, -1.444], [8.799, -1.745, 2.041], [-3.282, -0.479, -6.208], [-3.028, 3.162, -2.028], [2.664, -1.162, 0.741], [1.457, 2.420, 5.736]]}